No. 1
DFT (ωB97M-V/def2-TZVPD) results for a single C5H10O2 molecule.

Computed properties:
Lowest unoccupied orbital energy in eV: 0.124
Frontier orbital gap in eV: 8.75
Highest occupied orbital energy in eV: -8.626

ORCA input file:
```
! RIJCOSX wB97M-V def2-TZVPD def2/J DEFGRID3
* xyz 0 1
C 1.9453 1.1342 -0.1425
O 0.5709 0.9501 0.0816
C 0.0752 -0.2848 -0.4141
C 0.4213 -1.4874 0.4975
O -0.6142 -1.7576 1.4258
C -1.3936 -0.3787 -0.5595
C -2.1251 0.8382 -0.1846
H 2.5638 0.4181 0.4196
H 2.1953 1.0390 -1.2119
H 2.1979 2.1438 0.1900
H 0.5019 -0.4654 -1.4205
H 1.3081 -1.2496 1.0912
H 0.6424 -2.3682 -0.1200
H -1.3647 -2.0721 0.8973
H -2.1009 1.3934 -1.1438
H -3.1802 0.6575 0.0391
H -1.6435 1.4892 0.5546
*
```



No. 2
DFT (ωB97M-V/def2-TZVPD) results for a molecular structure, C5H10O2 at a distorted geometry.

Computed properties:
Lowest unoccupied orbital energy in eV: 0.445
Frontier orbital gap in eV: 9.44
Highest occupied orbital energy in eV: -8.994

ORCA input file:
```
! RIJCOSX wB97M-V def2-TZVPD def2/J DEFGRID3
* xyz 0 1
O 2.1828 0.4497 0.8173
C 1.7024 -0.6154 0.0158
C 0.2199 -0.7603 0.3174
C -0.4761 1.0914 0.2626
C -1.9101 0.9344 -0.0454
O -2.1320 0.0867 -1.0471
C -0.6369 -1.3494 -0.6668
H 3.1427 0.4688 0.7313
H 1.8433 -0.4059 -1.0585
H 2.2719 -1.5347 0.2364
H 0.0080 -1.0109 1.3592
H -0.2856 1.6733 1.1624
H 0.0862 1.4191 -0.6103
H -1.6971 2.1340 -0.2310
H -2.5675 0.8171 0.8510
H -0.2695 -1.4305 -1.6909
H -1.4826 -1.9674 -0.4033
*
```



No. 3
DFT (ωB97M-V/def2-TZVPD) results for 3 unconnected molecules or ions with the total composition C5H10O2.

Computed properties:
SMILES: C=C1COC1.[H][H].C=O
Lowest unoccupied orbital energy in eV: 0.819
Frontier orbital gap in eV: 10.29
Highest occupied orbital energy in eV: -9.467

ORCA input file:
```
! RIJCOSX wB97M-V def2-TZVPD def2/J DEFGRID3
* xyz 0 1
C -0.8522 0.2412 -1.5389
C 0.2555 -0.2563 -1.0097
C 0.8306 -1.6265 -0.7433
O 1.9955 -1.0364 -0.1430
C 1.5129 0.2994 -0.3898
H -0.9999 1.3156 -1.6189
H -1.6402 -0.4020 -1.9227
H 1.0762 -2.2143 -1.6381
H 0.2753 -2.2585 -0.0376
H 1.3680 0.8693 0.5371
H 2.1709 0.8571 -1.0684
H 0.3130 -0.0598 2.5022
H 0.5669 -0.7296 2.2954
C -1.7224 1.2453 1.1906
O -0.8275 1.9676 1.5540
H -2.5632 1.6153 0.5716
H -1.7593 0.1725 1.4595
*
```



Computed values of energy above the lowest of the compared OMol25 structures with the same formula, charge and spin (unit: kcal per mole) for the preceding records, in sequence: 120.4; 124.9; 107.9.